{
  "formula": "C30H32N4O4",
  "method": "wB97M-V/def2-TZVPD",
  "elements": ["C", "C", "C", "C", "C", "C", "N", "C", "C", "N", "C", "C", "C", "C", "C", "C", "C", "C", "C", "C", "C", "C", "C", "C", "H", "H", "H", "H", "H", "H", "H", "H", "H", "H", "H", "H", "H", "H", "H", "H", "H", "H", "H", "H", "H", "H", "H", "H", "H", "H", "O", "N", "O", "C", "C", "C", "C", "C", "C", "N", "O", "O", "C", "C", "H", "H", "H", "H", "H", "H"],
  "positions_angstrom": [[-5.0061, -2.4584, 4.6776], [-3.9092, -2.5585, 3.6647], [-4.1872, -2.8609, 2.3334], [-3.1861, -2.9116, 1.3649], [-3.5497, -3.3807, -0.0033], [-1.8705, -2.6063, 1.7600], [-0.8347, -2.8744, 0.7967], [0.3110, -2.2109, 0.5460], [0.6994, -0.8545, 0.9579], [1.1296, -3.0145, -0.1506], [2.5204, -2.7972, -0.4298], [3.4697, -3.2721, 0.4815], [3.0862, -4.2352, 1.5543], [4.7955, -2.8701, 0.3002], [5.1430, -2.0553, -0.7832], [6.4996, -1.4239, -0.8131], [4.2234, -1.8783, -1.8238], [2.8974, -2.2964, -1.6775], [1.9459, -2.3183, -2.8248], [0.5290, -4.2682, -0.2591], [-0.6810, -4.1823, 0.2980], [-1.5411, -2.5175, 3.1193], [-0.1477, -2.7215, 3.6234], [-2.5751, -2.4279, 4.0597], [-4.6468, -1.9498, 5.5736], [-5.8622, -1.9040, 4.2808], [-5.3687, -3.4492, 4.9776], [-5.2142, -3.0992, 2.0326], [-3.0711, -2.8095, -0.8008], [-3.3618, -4.4535, -0.1433], [-4.6276, -3.2389, -0.1235], [1.7978, -0.7993, 0.9179], [0.3392, -0.7477, 1.9819], [3.9801, -4.4869, 2.1366], [2.3343, -3.8330, 2.2498], [2.6890, -5.1713, 1.1323], [5.5488, -3.1926, 1.0226], [6.5716, -0.6942, -1.6233], [6.6992, -0.9109, 0.1357], [7.2858, -2.1758, -0.9469], [4.5208, -1.4281, -2.7752], [2.4522, -1.9134, -3.7073], [1.6213, -3.3424, -3.0646], [1.0425, -1.7213, -2.6489], [1.0420, -5.1085, -0.7009], [-1.4692, -4.9036, 0.4135], [-0.1502, -2.6157, 4.7166], [0.2395, -3.7280, 3.3927], [0.5723, -1.9935, 3.2423], [-2.3318, -2.3140, 5.1176], [0.4895, 6.3841, 2.0985], [1.4214, 5.6220, 1.7567], [2.5971, 6.0200, 1.5940], [1.1278, 4.2415, 1.5540], [2.1648, 3.3734, 1.1531], [1.8431, 2.0731, 0.7903], [0.4996, 1.6372, 0.7898], [0.1578, 0.2618, 0.1709], [-1.2997, 0.0212, -0.0478], [-1.5769, -0.5810, -1.2228], [-2.7565, -0.9013, -1.5679], [-0.6246, -0.6990, -2.0656], [-0.4804, 2.4601, 1.3689], [-0.1842, 3.7744, 1.7220], [3.1868, 3.7455, 1.0852], [2.6292, 1.3813, 0.4651], [0.5368, 0.2325, -0.8771], [-2.1086, 0.4908, 0.4936], [-1.4939, 2.0986, 1.5256], [-0.9550, 4.4520, 2.0811]],
  "forces_ev_per_a": [[-0.3, 0.0, 0.2], [0.4, 0.0, 0.0], [0.1, 0.1, 0.0], [0.1, 0.3, 0.5], [-0.5, 0.1, -0.5], [-0.7, -0.8, 0.3], [1.2, -0.9, -0.1], [-0.2, -0.1, -0.7], [1.4, -0.7, 1.4], [-0.4, -1.3, 0.5], [0.4, -0.1, -0.4], [0.2, 0.5, -0.3], [0.1, -0.2, 0.7], [-0.5, 0.0, -0.1], [-0.2, -0.2, -0.1], [0.3, 0.0, -0.1], [-0.1, -0.2, 0.3], [0.2, 0.0, 0.3], [-0.2, 0.5, -0.5], [0.3, 0.2, -0.4], [-0.4, 0.5, 0.4], [-0.3, -0.1, 0.0], [0.5, 0.2, 0.5], [-0.2, 0.0, -0.6], [-0.1, 0.0, 0.0], [0.1, -0.1, 0.1], [0.1, 0.1, -0.1], [0.4, 0.2, 0.1], [0.1, 0.0, 0.1], [0.0, 0.2, 0.1], [0.1, -0.1, -0.1], [-0.1, -0.3, 0.5], [0.2, 0.2, 0.0], [-0.3, 0.0, 0.0], [0.1, -0.1, -0.2], [0.1, 0.3, 0.1], [-0.2, 0.2, -0.2], [0.1, -0.1, 0.1], [0.0, -0.1, -0.2], [-0.1, 0.1, 0.0], [0.0, 0.0, 0.4], [-0.2, -0.1, 0.1], [0.1, 0.2, 0.2], [0.1, -0.2, 0.0], [-0.1, 0.2, -0.1], [0.2, 0.0, 0.0], [0.1, -0.1, -0.3], [-0.2, 0.3, 0.0], [0.0, -0.2, 0.1], [0.0, 0.0, -0.3], [1.6, -1.4, -0.6], [0.6, 3.0, 0.7], [-2.1, -0.8, 0.2], [-0.2, -1.7, -0.4], [-0.4, 0.3, 0.0], [-0.5, 0.0, -0.1], [0.2, -0.6, 0.3], [-1.3, 2.2, -1.3], [-0.4, -0.1, -0.7], [-0.6, 1.6, -0.1], [0.6, 0.1, 0.4], [-0.1, -1.2, -0.2], [0.3, 0.1, -0.2], [0.5, 0.1, -0.2], [-0.4, -0.1, 0.1], [-0.3, 0.4, 0.0], [0.3, 0.2, 0.8], [0.0, -0.5, -0.1], [0.2, 0.1, -0.2], [0.2, -0.2, 0.0]],
  "homo_lumo_gap_ev": 6.4,
  "e_above_lowest_kj_mol": 637.2,
  "mol_weight_g_mol": 512.610
}

=====

{
  "formula": "C30H50Br3F3N3O4S",
  "method": "wB97M-V/def2-TZVPD",
  "elements": ["C", "C", "C", "C", "C", "C", "C", "C", "Br", "C", "C", "C", "C", "C", "O", "C", "C", "O", "C", "C", "C", "C", "F", "Br", "C", "F", "F", "Br", "C", "N", "C", "C", "C", "S", "H", "H", "H", "H", "H", "H", "H", "H", "H", "H", "H", "H", "H", "H", "H", "H", "H", "H", "H", "H", "H", "H", "H", "H", "H", "H", "H", "H", "H", "H", "H", "H", "H", "H", "H", "H", "C", "O", "N", "C", "C", "H", "H", "H", "H", "H", "H", "H", "C", "O", "N", "C", "C", "H", "H", "H", "H", "H", "H", "H"],
  "positions_angstrom": [[6.1739, 3.4161, 0.6601], [5.0424, 2.6586, 1.4652], [4.1113, 1.7410, 0.5318], [2.9233, 1.1667, 1.4590], [3.3034, -0.2814, 2.0725], [1.5409, 1.1318, 0.6808], [1.4881, 0.3141, -0.5913], [2.6882, -0.5272, -1.1341], [3.4432, 0.3007, -2.7998], [2.3515, -2.0838, -1.3533], [1.6382, -2.7565, -0.1069], [0.2125, 0.2986, -1.3956], [-0.0042, -0.4459, -2.7454], [-0.8081, -1.8420, -2.5407], [-1.1358, -2.1011, -1.1605], [-1.7095, -3.3485, -0.9825], [-2.5324, -3.6511, 0.3407], [-1.6029, -4.2809, -1.7706], [-0.9546, 1.1056, -0.8785], [-2.3613, 1.1833, -1.6132], [-2.7514, 2.6497, -2.0964], [-4.1732, 3.1493, -1.5976], [-4.5444, 4.3340, -2.2661], [-4.1531, 3.6400, 0.3346], [-5.3790, 2.1080, -1.8464], [-5.1602, 1.2505, -2.9143], [-6.4982, 2.8688, -2.2074], [-5.9700, 1.1016, -0.2361], [-0.7917, 1.8358, 0.4005], [0.4058, 1.8428, 1.1545], [0.3584, 2.6298, 2.4092], [-1.0088, 2.4392, 3.2460], [-1.2465, 0.9108, 3.6215], [-1.2530, 0.8148, 5.4931], [6.5452, 2.8056, -0.2072], [5.8527, 4.4578, 0.3518], [7.0474, 3.5738, 1.3677], [4.3943, 3.3558, 2.0692], [5.5509, 1.9751, 2.2151], [3.7325, 2.3949, -0.2992], [4.7953, 0.9147, 0.1734], [2.9229, 1.8597, 2.3407], [4.3792, -0.5408, 1.8881], [2.6368, -1.0116, 1.5154], [3.0155, -0.3748, 3.1508], [3.5758, -0.5531, -0.4363], [3.3742, -2.5721, -1.4305], [1.8571, -2.2830, -2.3419], [0.9173, -2.0978, 0.4431], [2.4341, -3.2124, 0.5439], [1.0435, -3.6347, -0.5140], [-0.6576, 0.1841, -3.4048], [0.9267, -0.7134, -3.3035], [-1.7391, -1.8137, -3.1718], [-0.1560, -2.6689, -2.9578], [-2.1924, -4.6594, 0.7253], [-2.3375, -2.8823, 1.1358], [-3.6301, -3.7696, 0.1112], [-3.1181, 0.8841, -0.8205], [-2.4758, 0.4445, -2.4484], [-1.9701, 3.4319, -1.8706], [-2.8265, 2.6135, -3.2299], [-1.7005, 2.4204, 0.7221], [0.3743, 3.7229, 2.1049], [1.1661, 2.4130, 3.1491], [-0.8274, 3.0027, 4.2086], [-1.8877, 2.9268, 2.7470], [-0.4101, 0.2729, 3.2059], [-2.2412, 0.5764, 3.2223], [-2.2706, -0.0164, 5.9028], [-3.5359, 0.1877, -5.3317], [-2.5200, -0.1758, -4.7668], [-3.9107, -0.1562, -6.5813], [-5.1428, 0.3262, -7.1764], [-3.0528, -1.0374, -7.3546], [-4.2502, 0.8579, -4.8345], [-5.7747, -0.5268, -7.4329], [-4.9070, 0.8882, -8.0825], [-5.6817, 0.9740, -6.4851], [-2.9336, -1.9826, -6.8211], [-2.0703, -0.5748, -7.4675], [-3.4849, -1.2232, -8.3364], [3.0110, -3.5690, 4.9114], [3.4545, -3.1302, 3.8670], [2.5100, -2.8125, 5.9164], [1.9823, -3.3914, 7.1370], [2.5070, -1.3744, 5.7568], [2.9798, -4.6497, 5.1222], [0.9345, -3.1022, 7.2477], [2.5539, -3.0159, 7.9888], [2.0513, -4.4786, 7.1132], [1.9235, -1.1108, 4.8711], [3.5344, -1.0302, 5.6147], [2.0780, -0.8919, 6.6338]],
  "forces_ev_per_a": [[0.1, 0.3, 1.0], [0.1, -0.7, -0.3], [0.5, 0.8, 1.3], [0.5, -0.2, 0.0], [-1.4, 0.1, -1.0], [0.1, -0.9, -1.1], [-2.6, 1.3, 0.1], [0.0, -0.8, 0.9], [-0.4, -0.4, 0.8], [0.9, 0.3, 0.1], [0.1, -0.9, -0.9], [0.1, 1.5, 1.8], [-0.6, -0.7, 0.7], [0.8, 0.2, -1.5], [-1.1, -0.9, -0.1], [-0.6, -2.3, 0.2], [0.9, 0.4, 0.0], [0.1, 2.3, 0.8], [2.0, 0.1, 1.5], [0.0, 0.2, 1.5], [-0.4, 0.0, -1.0], [0.3, 0.4, -0.5], [0.9, -1.8, 0.7], [0.4, 0.2, -0.9], [-1.9, 0.7, -0.6], [0.1, 1.2, 1.8], [1.8, -1.2, 0.5], [0.4, -0.1, -1.3], [0.4, -1.6, -2.6], [-0.3, -1.8, -2.5], [-1.4, 1.5, 1.2], [1.1, -0.3, 0.1], [-0.5, 0.3, -0.2], [-0.1, -0.2, -0.1], [-0.5, 0.7, 0.7], [0.3, -1.4, 0.0], [-0.9, -0.2, -0.9], [0.7, -0.5, -0.7], [-0.7, 0.7, -0.8], [0.3, -0.9, 0.6], [-1.0, 0.9, 0.0], [-0.5, -0.5, -1.0], [-1.0, 0.3, 0.4], [1.1, 0.5, 0.9], [0.5, 0.2, -1.0], [-1.4, 0.5, -0.8], [-1.2, 0.6, -0.1], [0.3, 0.3, 1.2], [0.8, -0.5, -0.4], [-1.0, 0.7, -0.3], [0.6, 1.0, 0.6], [0.8, -0.5, 0.6], [-0.7, 0.7, 0.8], [0.8, 0.0, 0.8], [-0.8, 0.8, 0.7], [-0.2, 1.2, -0.6], [-0.4, -0.7, -0.8], [1.2, 0.4, 0.1], [0.9, 0.2, -0.9], [0.4, 0.8, 0.7], [-1.0, -0.8, 0.0], [0.0, 0.2, 1.3], [1.5, -0.6, 0.1], [0.4, -1.2, 0.4], [-0.4, 0.0, -1.2], [-0.2, -0.4, -1.1], [0.8, -0.6, 0.4], [-1.0, 0.6, 0.5], [1.1, 0.1, 0.4], [0.5, 0.4, -0.9], [-0.8, 0.2, -0.7], [0.6, -0.3, 0.2], [0.2, 0.2, 0.7], [0.1, -0.1, -0.1], [0.2, 0.0, 0.2], [-0.1, 0.0, -0.2], [-0.1, 0.1, 0.0], [-0.2, 0.0, 0.0], [0.1, -0.1, 0.0], [0.1, 0.0, -0.1], [0.0, -0.1, -0.1], [0.0, 0.1, 0.1], [-0.1, 0.0, 0.2], [0.0, 0.2, -0.1], [0.1, -0.4, -0.2], [0.0, 0.3, -0.1], [0.2, 0.0, -0.2], [0.0, 0.0, 0.1], [0.0, -0.1, 0.1], [-0.1, -0.1, 0.1], [0.0, 0.1, -0.1], [0.0, 0.1, 0.1], [-0.1, 0.1, 0.0], [0.0, -0.1, 0.0]],
  "homo_lumo_gap_ev": 7.8,
  "total_charge": 1,
  "mol_weight_g_mol": 845.520
}